Entry 1:
This record from the OMol25 dataset describes a 2-piece molecular cluster, C2H9NO3Si overall at a distorted geometry. The level of theory is ωB97M-V/def2-TZVPD.

The calculation puts the max |F| at 3.48 eV/Å. As for the SMILES: C[NH2+][O-].C[Si](=O)O. The total energy comes out at -651.55875 a.u.

XYZ file:
```
16
Properties=species:S:1:pos:R:3:forces:R:3:nbo_charge:R:1
C 2.591754 0.155083 0.394469 -1.8 -0.6 -0.6 -0.42
N 1.322437 0.826834 0.062970 -0.2 -0.4 0.1 -0.27
O 0.673592 0.115804 -0.960044 -1.8 0.6 1.3 -0.72
H 3.328071 -0.046256 -0.334475 0.3 0.7 -1.8 0.21
H 3.021913 0.738932 1.116673 1.2 0.8 2.5 0.19
H 2.277288 -0.823317 0.603253 -0.2 -1.3 1.4 0.22
H 1.579886 1.734000 -0.282795 -0.3 0.8 -0.3 0.36
H 0.547222 0.980196 0.982022 0.7 -0.7 -1.9 0.47
C -2.033709 -1.637132 -0.148982 2.2 0.8 0.4 -1.16
Si -1.571912 0.224535 0.036876 0.8 -3.0 -1.5 2.24
O -0.948107 0.864553 1.262458 1.2 0.6 1.6 -1.28
O -2.510989 1.034464 -0.934612 -0.8 1.7 -1.8 -1.12
H -1.961218 -2.104455 -1.134095 0.2 0.7 -0.2 0.25
H -1.077392 -1.950953 0.384816 -1.5 -0.6 -0.2 0.24
H -2.975721 -2.021101 0.231842 0.2 0.3 0.8 0.25
H -2.263114 1.908815 -1.280374 -0.2 -0.5 0.4 0.52
```
Forces are in eV/Å.

=====

Entry 2:
This record from the OMol25 dataset describes C21H37AsF6HgN6OS2SbSe as an isolated structure. The level of theory is ωB97M-V/def2-TZVPD.

The calculation puts the max |F| at 0.39 eV/Å. Its charge is +1. The total energy comes out at -7652.61086 a.u.

XYZ file:
```
77
Properties=species:S:1:pos:R:3:forces:R:3:mulliken_charge:R:1
Hg 0.113887 -0.579501 0.136382 0.0 -0.1 0.0 1.45
F 2.337242 0.924711 0.484592 0.0 0.0 0.0 -0.35
Sb 2.692469 2.207492 -0.897343 -0.3 0.1 -0.2 2.16
F 0.787831 2.120862 -1.178689 0.1 0.1 0.0 -0.63
F 2.796321 0.744849 -2.112535 0.1 -0.1 0.0 -0.48
F 2.886896 3.396813 -2.327227 0.0 0.0 0.1 -0.52
F 4.518801 2.106985 -0.509225 0.1 -0.1 0.0 -0.54
F 2.380305 3.579394 0.343160 0.1 0.0 0.1 -0.54
C -4.358811 -3.202740 -0.497143 0.0 0.0 0.0 -1.21
S -2.682385 -2.770537 -0.952196 0.1 -0.1 -0.1 0.36
O -2.478444 -1.375669 -0.418912 0.0 0.1 0.0 -0.53
C -1.835549 -3.873459 0.162099 -0.1 0.0 0.0 0.49
C -1.912898 -3.655445 1.532240 0.0 0.0 0.0 -0.20
C -1.254478 -4.520946 2.389973 0.0 0.1 0.0 -0.71
C -0.524039 -5.586449 1.874990 0.0 0.0 0.0 -0.41
C -0.448009 -5.788400 0.505203 0.0 0.0 0.0 -0.61
C -1.102483 -4.923800 -0.362725 0.0 0.0 0.0 -0.38
H -4.494194 -3.016238 0.567222 0.0 0.0 0.0 0.37
H -4.519045 -4.255250 -0.727319 0.0 0.0 0.0 0.43
H -5.028120 -2.580383 -1.087503 0.0 0.0 0.0 0.41
H -2.482168 -2.815785 1.916991 0.0 0.0 0.0 0.12
H -1.304868 -4.363169 3.458943 0.0 0.0 0.0 0.41
H -0.006593 -6.257953 2.546594 0.0 0.0 0.0 0.42
H 0.128898 -6.613144 0.109532 0.0 0.0 0.0 0.42
H -1.030916 -5.059536 -1.434757 0.0 0.0 0.0 0.44
C 2.479693 0.293066 4.367668 0.0 0.0 -0.1 -1.00
N 3.277626 -0.110006 3.218840 -0.1 0.0 0.0 0.32
C 4.536050 0.385004 2.951910 0.0 0.0 0.0 -0.55
C 4.967550 -0.221972 1.830163 0.0 -0.1 0.0 -0.57
N 3.977301 -1.090666 1.432122 -0.1 0.1 -0.1 0.36
C 3.994796 -1.828125 0.176395 0.0 0.0 0.1 -0.91
C 2.928227 -0.992496 2.265182 0.1 0.0 0.1 -0.04
Se 1.313219 -1.946268 2.146448 -0.1 -0.1 0.1 -0.48
H 2.213358 1.345247 4.276144 0.0 0.0 0.0 0.36
H 3.054143 0.140305 5.278416 0.0 0.0 0.0 0.39
H 1.581064 -0.316257 4.397976 0.0 0.0 0.0 0.27
H 5.008470 1.113328 3.585384 0.0 0.0 0.0 0.51
H 5.882278 -0.109779 1.277343 0.0 0.0 0.0 0.48
H 5.017584 -2.135377 -0.026706 0.0 0.0 0.0 0.30
H 3.623986 -1.192464 -0.626498 0.0 0.0 0.0 0.18
H 3.359346 -2.704068 0.274298 0.0 0.0 0.0 0.36
C 2.039713 -0.868309 -4.632436 0.0 0.0 0.0 -1.06
As 0.418750 -1.024236 -3.622510 -0.1 -0.1 0.2 0.64
C -0.739346 -2.204482 -4.600644 0.0 0.0 0.0 -1.03
C -0.486198 0.652440 -3.522744 0.0 0.1 0.1 -0.65
S 0.788662 -1.987328 -1.732066 0.1 0.0 -0.2 -0.47
H 1.782595 -0.873469 -5.690973 0.0 0.0 0.0 0.41
H 2.669277 -1.721807 -4.391577 0.0 0.0 0.0 0.38
H 2.550324 0.048912 -4.357002 0.0 0.0 0.0 0.28
H -0.936663 -1.798154 -5.591859 0.0 0.0 0.0 0.45
H -1.668210 -2.312392 -4.043418 0.0 0.0 0.0 0.26
H -0.253388 -3.174436 -4.689529 0.0 0.0 0.0 0.37
H -0.651235 1.010335 -4.538443 0.0 0.0 0.0 0.54
H 0.110526 1.363914 -2.954139 0.0 -0.1 -0.1 -0.01
H -1.440654 0.483638 -3.023954 0.0 0.0 0.0 0.26
C -1.894280 0.316812 2.234560 0.0 0.0 0.0 -0.62
N -2.683095 1.275833 2.971362 0.0 0.0 0.0 0.17
C -3.562617 1.985811 2.035734 0.0 0.0 0.0 -0.67
N -2.796090 2.686656 1.004520 0.0 0.0 0.0 0.12
C -2.014658 1.723688 0.260805 -0.1 -0.1 0.1 -0.44
N -1.068324 0.983607 1.169263 -0.1 0.1 -0.1 0.64
C -0.192210 1.999080 1.842125 0.0 0.0 0.0 0.14
N -0.980651 2.954399 2.585687 0.0 0.0 0.0 0.22
C -1.780169 2.252086 3.588733 0.0 0.0 0.0 -0.65
C -1.887590 3.636160 1.655586 0.0 0.0 0.0 -0.76
H -2.540281 -0.405437 1.736296 0.0 0.0 0.0 0.11
H -1.205534 -0.197592 2.908547 0.0 0.0 0.0 0.24
H -4.160240 2.707529 2.592383 0.0 0.0 0.0 0.35
H -4.231092 1.267424 1.558652 0.0 0.0 0.0 0.33
H -1.417679 2.229778 -0.493929 0.0 0.0 0.0 0.17
H -2.665817 0.981185 -0.201410 0.0 0.0 0.0 0.01
H 0.391056 2.511271 1.079980 -0.1 0.0 0.1 0.16
H 0.478131 1.455881 2.508862 0.0 0.0 0.0 -0.62
H -2.369505 2.978534 4.148059 0.0 0.0 0.0 0.36
H -1.115948 1.732401 4.282015 0.0 0.0 0.0 0.32
H -1.298896 4.149906 0.894685 0.0 0.0 0.0 0.36
H -2.474116 4.371692 2.205745 0.0 0.0 0.0 0.34
```
Forces are in eV/Å.

=====

Entry 3:
This record from the OMol25 dataset describes C14H13IrN3O3 as an isolated structure at a distorted geometry. The level of theory is ωB97M-V/def2-TZVPD.

Its spin multiplicity is 6. The calculation puts the max |F| at 1.08 eV/Å. Its charge is +2. The total energy comes out at -1034.89228 a.u.

XYZ file:
```
34
Properties=species:S:1:pos:R:3:forces:R:3:lowdin_spin:R:1
Ir -1.167864 -0.101898 0.408857 0.7 -0.1 0.8 2.87
O 2.823235 1.262957 -0.173679 -0.2 -0.2 0.1 0.21
C 1.630412 1.135986 -0.077204 0.1 0.8 -0.1 0.04
N 0.986246 -0.093487 -0.040460 -0.2 -0.4 0.2 0.74
C 1.667756 -1.315449 -0.230839 0.1 -0.2 -0.1 0.10
C 0.696447 -2.461832 -0.191272 0.0 -0.3 0.0 0.01
C 1.116723 -3.779362 -0.156854 0.0 0.2 0.0 0.01
C 0.165946 -4.790544 -0.173401 0.0 0.0 0.0 0.00
C -1.179766 -4.463823 -0.242134 0.0 0.1 0.0 0.01
C -1.535347 -3.127691 -0.259623 -0.1 -0.4 0.0 0.03
N -0.611951 -2.161173 -0.227620 -0.1 0.8 0.1 0.14
C 0.655774 2.277975 -0.030367 0.4 0.3 0.0 0.01
C 1.114052 3.580376 -0.064385 -0.1 -0.3 0.0 0.00
C 0.179286 4.608934 -0.048246 0.0 0.1 0.0 0.01
C -1.171983 4.304740 -0.006070 0.1 -0.1 0.0 0.00
C -1.559439 2.973188 0.035121 -0.1 0.3 0.0 0.03
N -0.656897 1.990109 0.016513 -0.4 -1.0 0.1 0.10
H 2.478848 -1.430379 0.504243 0.0 0.1 0.0 0.04
H 2.198112 -1.302801 -1.198102 0.0 0.1 0.0 0.03
H 2.174401 -4.005110 -0.118858 0.0 0.0 0.0 0.00
H 0.474066 -5.826754 -0.135141 0.0 0.0 0.0 0.00
H -1.948200 -5.222149 -0.279981 0.0 0.0 0.0 0.00
H -2.575647 -2.830324 -0.300858 0.0 0.1 0.0 0.01
H 2.179566 3.760032 -0.098341 0.0 0.0 0.0 0.00
H 0.510570 5.638695 -0.070613 0.0 0.0 0.0 0.00
H -1.926897 5.077750 -0.004984 0.0 0.0 0.0 0.00
H -2.606187 2.703552 0.079233 0.0 -0.1 0.0 0.01
C -0.761093 -0.765817 4.483090 0.0 0.0 -0.1 0.01
C -0.899304 -0.474440 3.035302 0.0 0.0 0.2 0.03
O -1.611536 -1.203721 2.271506 -0.1 0.3 -0.7 0.24
O -0.307643 0.499625 2.475874 0.0 0.0 -0.4 0.31
H -1.355969 -1.636805 4.743024 0.0 0.0 0.0 0.00
H -1.078871 0.099542 5.065040 0.0 0.0 0.0 0.00
H 0.290953 -0.941404 4.711027 0.0 0.0 0.0 0.00
```
Forces are in eV/Å.

=====

Entry 4:
This record from the OMol25 dataset describes C47H63AsLaN4OS2 as an isolated structure at a distorted geometry. The level of theory is ωB97M-V/def2-TZVPD.

The calculation puts the max |F| at 3.25 eV/Å. Its charge is +1. The total energy comes out at -5186.70540 a.u.

XYZ file:
```
119
Properties=species:S:1:pos:R:3:forces:R:3:mulliken_charge:R:1
La -0.562092 0.010383 -0.040647 -1.9 -0.2 -2.6 0.13
C -4.810992 -0.755517 5.210153 0.1 0.0 0.1 -1.22
C -3.285092 -0.716317 5.156053 -0.2 0.0 -0.1 -0.93
C -2.749392 -1.119517 3.824553 0.1 -0.2 -0.1 0.52
C -2.382692 -2.374317 3.423153 -0.2 0.2 -0.1 0.20
C -2.404592 -3.640017 4.211953 0.2 0.0 0.0 -1.07
C -1.023092 -3.941217 4.809953 -0.2 -0.1 0.0 -1.06
C -1.763092 -2.229717 2.124853 -0.1 0.1 0.0 0.46
C -1.123092 -3.261117 1.428553 0.1 0.1 0.0 -0.96
C -0.031692 -3.143317 0.570453 0.2 0.0 0.0 0.88
C 0.789808 -4.235817 0.082453 0.1 0.2 -0.1 0.94
C 0.415908 -5.677517 0.185553 -0.1 0.1 -0.1 -1.36
C -0.708492 -6.058117 -0.783747 0.1 -0.1 0.1 -1.20
C 1.922508 -3.673917 -0.439247 -0.2 0.0 0.1 0.42
C 1.797908 -2.237217 -0.266647 0.0 -0.2 0.2 -0.04
C 2.814608 -1.295117 -0.431447 0.0 0.1 0.1 -0.89
C 2.755308 0.081183 -0.200847 0.1 0.1 0.1 0.30
N 1.604608 0.797883 -0.040347 1.5 0.4 0.6 -0.68
C 1.949508 2.103983 0.149453 0.2 -0.1 -0.1 0.51
C 1.048908 3.141183 0.414853 -0.1 -0.1 0.0 -0.72
C -0.251992 3.023683 0.905253 -0.1 0.0 0.1 0.46
N -0.802192 1.837683 1.300253 0.2 1.5 1.6 -0.81
C -1.953492 2.115283 1.976553 0.2 0.1 -0.1 0.11
C -2.630992 1.161383 2.737853 0.2 0.0 0.0 -0.62
C -2.397292 -0.215717 2.754753 -0.1 -0.2 -0.1 -0.16
N -1.792692 -0.918117 1.745853 -0.2 -0.4 1.1 -0.01
C -2.212292 3.540083 1.910753 0.2 0.0 -0.2 1.14
C -1.157592 4.104783 1.248853 -0.3 -0.2 0.2 0.45
C -1.038892 5.531583 0.832953 0.0 -0.1 -0.1 -1.07
C -1.112892 5.651983 -0.690347 0.0 0.1 0.1 -1.03
C -3.426492 4.227883 2.442053 0.1 0.1 0.2 -1.24
C -3.134392 5.028083 3.711453 -0.2 -0.1 -0.1 -1.23
C 3.389408 2.232983 0.096553 -0.1 -0.2 -0.2 0.73
C 3.892808 0.973483 -0.091147 -0.2 0.1 0.1 0.69
C 5.329608 0.556583 -0.105547 0.0 0.1 -0.2 -1.33
C 5.911808 0.596883 -1.517447 0.0 -0.1 0.2 -0.76
C 4.119608 3.506783 0.360553 0.0 -0.1 0.2 -1.32
C 4.166808 3.801883 1.862253 0.1 0.1 -0.2 -1.26
N 0.582008 -1.956317 0.287853 1.1 -1.4 0.6 -0.57
C 3.080508 -4.364517 -1.081047 -0.1 -0.1 -0.1 -0.89
C 2.667408 -5.176517 -2.310247 0.2 0.1 0.1 -1.10
H -5.147492 -0.479317 6.204653 -0.2 0.0 0.1 0.41
H -5.176592 -1.752117 4.983953 -0.1 -0.2 0.0 0.33
H -5.248292 -0.068417 4.491353 -0.1 0.1 -0.1 0.29
H -2.886592 -1.384517 5.922053 0.1 0.1 0.0 0.42
H -2.938492 0.291283 5.388853 0.1 0.0 0.1 0.46
H -2.711092 -4.461717 3.559753 -0.1 -0.1 0.1 0.40
H -3.137292 -3.568917 5.016953 -0.1 0.0 -0.1 0.44
H -0.268792 -3.992217 4.026353 0.1 0.0 0.0 0.22
H -1.043192 -4.890617 5.341053 0.1 -0.1 0.1 0.41
H -0.728992 -3.162317 5.511853 0.0 0.0 0.0 0.32
H -1.395792 -4.268917 1.711053 0.0 -0.1 0.1 0.56
H 0.081408 -5.889817 1.205053 0.1 -0.1 0.0 0.50
H 1.295108 -6.292617 -0.008847 0.0 -0.1 0.1 0.51
H -1.587092 -5.439917 -0.614147 -0.1 0.1 0.0 0.30
H -0.989292 -7.098717 -0.639047 -0.1 -0.1 0.0 0.42
H -0.395592 -5.929117 -1.817547 0.0 0.0 -0.1 0.31
H 3.789008 -1.680917 -0.698347 0.0 0.0 0.0 0.28
H 1.440008 4.145983 0.330353 0.0 0.1 0.0 0.67
H -3.319492 1.539683 3.479753 -0.1 0.1 0.0 0.56
H -1.869592 6.086283 1.268353 0.1 0.1 0.1 0.32
H -0.113892 5.985883 1.197753 0.0 0.0 0.1 0.42
H -0.180092 5.342683 -1.153247 0.1 0.0 -0.1 0.21
H -1.327692 6.679583 -0.971047 0.1 0.1 -0.2 0.45
H -1.900692 5.008883 -1.074247 -0.1 0.0 -0.1 0.19
H -4.200792 3.488783 2.652453 -0.1 0.0 -0.1 0.37
H -3.818792 4.908683 1.683153 -0.1 -0.1 -0.1 0.47
H -2.761992 4.377983 4.496953 0.1 -0.1 0.1 0.32
H -4.040992 5.510383 4.064353 -0.1 0.1 0.1 0.41
H -2.388292 5.793483 3.521453 0.1 0.1 0.0 0.34
H 5.426708 -0.455817 0.292753 0.0 0.1 0.1 0.43
H 5.904408 1.222983 0.540653 0.0 -0.1 0.1 0.45
H 5.396508 -0.117617 -2.151947 0.0 -0.1 -0.2 0.00
H 6.970808 0.357183 -1.513047 0.2 0.0 0.0 0.52
H 5.783808 1.585783 -1.942747 0.0 0.2 -0.1 0.19
H 3.628208 4.330983 -0.162647 0.1 0.0 0.0 0.43
H 5.139008 3.435983 -0.014847 0.0 0.1 -0.2 0.48
H 3.163808 3.805183 2.284453 0.0 0.0 0.1 0.30
H 4.635508 4.767083 2.037153 0.0 0.1 0.1 0.44
H 4.748708 3.037583 2.372553 0.0 -0.1 0.1 0.31
H 3.563108 -5.028917 -0.362547 0.1 0.0 0.1 0.52
H 3.814708 -3.619417 -1.383647 0.1 0.0 0.0 0.18
H 1.991208 -5.979517 -2.034547 -0.1 -0.1 -0.1 0.26
H 3.542308 -5.620917 -2.780347 0.0 0.0 -0.1 0.43
H 2.166508 -4.534617 -3.034447 -0.1 0.0 -0.1 0.18
C -3.886292 -0.466217 -3.474847 0.2 0.1 0.2 -0.98
As -3.794092 0.656583 -1.873847 -1.3 0.2 -0.8 0.74
C -5.314892 1.863183 -2.132447 0.1 0.0 0.1 -1.15
C -4.346192 -0.438217 -0.357247 0.3 0.1 0.0 -0.75
S -2.066492 1.833083 -1.763547 -0.4 0.5 -0.2 -0.44
H -4.899792 -0.837517 -3.628247 0.0 0.1 0.1 0.47
H -3.191692 -1.298217 -3.381147 0.0 0.1 0.1 0.14
H -3.594092 0.151483 -4.326847 0.0 0.0 0.1 0.36
H -6.200892 1.307183 -2.443247 0.1 -0.1 0.0 0.41
H -5.065692 2.602183 -2.900247 0.1 -0.2 0.1 0.39
H -5.529992 2.387883 -1.198147 0.1 -0.1 -0.1 0.35
H -5.271692 -0.950417 -0.621847 0.1 0.0 -0.1 0.60
H -4.529492 0.217083 0.499353 0.1 -0.1 -0.1 0.25
H -3.577592 -1.170517 -0.092647 -0.2 0.1 0.0 0.01
C 4.681808 1.958483 -4.576247 0.0 0.0 -0.1 -1.90
C 3.606808 1.046883 -4.076247 -0.1 -0.1 0.1 0.80
C 3.698808 -0.327117 -4.294747 -0.2 0.0 0.0 -0.86
C 2.677808 -1.173017 -3.906747 -0.1 0.0 0.0 -0.96
C 1.536608 -0.647217 -3.318647 -0.1 -0.2 0.0 0.41
C 1.436008 0.708083 -3.058747 -0.3 -0.1 -0.1 -0.25
C 2.483308 1.542883 -3.422947 0.0 -0.1 0.0 -0.71
S 0.164308 -1.799417 -3.077147 0.5 0.5 -1.4 0.77
C -0.342592 -1.633417 -4.844747 -0.1 -0.3 0.5 -1.21
O -0.893192 -1.067417 -2.296747 -0.3 -0.2 -0.1 -0.89
H 5.654808 1.476083 -4.534947 0.1 0.0 0.0 0.41
H 4.714208 2.884383 -4.009047 0.0 0.1 0.1 0.39
H 4.488108 2.215183 -5.618447 0.0 0.0 -0.1 0.43
H 4.567808 -0.735117 -4.789947 0.1 0.0 0.0 0.41
H 2.747508 -2.238217 -4.081747 0.1 -0.1 0.0 0.37
H 0.534208 1.124183 -2.619047 0.1 0.0 -0.1 0.82
H 2.409108 2.599583 -3.216847 0.0 0.2 0.0 0.47
H 0.494308 -1.965517 -5.451047 0.1 -0.1 0.0 0.45
H -0.568192 -0.592717 -5.060047 0.0 0.1 0.2 0.37
H -1.210092 -2.255217 -5.045847 -0.1 -0.1 0.1 0.47
```
Forces are in eV/Å.

=====

- Look up the max |F| of the second one.
  0.39 eV/Å